Density functional theory data (wB97M-V/def2-TZVPD) for the molecule C15H15F3N2O2S at a distorted geometry.

The value obtained for the electronic energy is -1537.89933 Eh. The value obtained for the LUMO energy is -1.459 eV. Its largest force on an atom is 19.854 eV/Å. As for the SMILES: CCOC(=O)[C@@H](C)Sc1nc(C2CC2)cc(C(F)(F)F)c1C#N. For the frontier orbital gap, the calculation gives 7.6 eV.

Geometry (Å):
C1 0.616 4.191 1.694
C2 1.499 3.381 0.609
O1 1.896 2.422 1.181
C3 1.754 1.203 0.777
O2 1.287 1.077 -0.247
C4 2.338 0.035 1.510
C5 2.224 0.294 3.045
S1 1.523 -1.687 1.108
C6 0.078 -1.194 0.021
N1 -0.172 -2.129 -0.706
C7 -1.308 -2.030 -1.689
C8 -1.104 -3.194 -2.741
C9 -0.833 -4.469 -2.250
C10 -0.038 -3.706 -3.261
C11 -2.127 -0.991 -1.532
C12 -1.855 -0.213 -0.673
C13 -2.833 0.951 -0.349
F1 -2.304 2.171 -0.171
F2 -3.547 1.120 -1.595
F3 -3.644 0.843 0.658
C14 -0.891 -0.285 0.474
C15 -0.780 0.704 1.412
N2 -0.726 1.287 2.589
H1 0.455 5.019 1.203
H2 1.282 4.582 2.395
H3 -0.274 3.533 2.159
H4 2.489 3.908 0.344
H5 0.987 3.210 -0.275
H6 3.197 -0.096 1.212
H7 2.404 -0.667 3.596
H8 2.975 0.989 3.449
H9 1.285 0.551 3.355
H10 -2.135 -2.932 -3.370
H11 -0.403 -4.707 -1.373
H12 -1.453 -5.229 -2.809
H13 1.066 -3.304 -2.941
H14 0.083 -3.808 -4.439
H15 -3.014 -0.828 -2.371

=====

Density functional theory data (wB97M-V/def2-TZVPD) for a structure of composition C23H31Br3Cl2F7MgN2NaO11 at a distorted geometry.

The value obtained for the electronic energy is -11535.09935 Eh. The value obtained for the LUMO energy is -5.729 eV. Its largest force on an atom is 7.502 eV/Å. For the frontier orbital gap, the calculation gives 1.7 eV.

Geometry (Å):
C1 -0.960 1.194 5.590
C2 0.167 0.699 5.093
C3 1.448 0.123 4.265
C4 1.130 -1.478 4.042
N1 1.863 -2.037 2.835
C5 3.058 -1.168 2.562
C6 2.710 0.369 2.219
C7 2.582 0.703 0.647
O1 3.116 1.801 0.243
C8 1.810 -0.183 -0.463
F1 1.971 -1.647 -0.302
F2 2.458 0.141 -1.759
C9 0.242 0.264 -0.670
F3 0.205 1.673 -0.406
F4 -0.003 0.110 -2.101
C10 -0.800 -0.611 0.191
F5 -0.612 -0.547 1.625
F6 -0.884 -2.014 -0.236
C11 -2.304 -0.012 -0.087
O2 -2.556 0.902 -0.921
O3 -3.425 -0.587 0.620
O4 1.554 0.856 3.015
H1 -2.050 1.593 5.629
H2 2.386 0.219 4.943
H3 1.500 -2.107 4.954
H4 -0.016 -1.568 3.979
H5 1.236 -2.186 2.003
H6 2.200 -3.003 3.100
H7 3.591 -1.600 1.616
H8 3.766 -1.239 3.497
H9 3.615 0.996 2.612
H10 -3.075 -1.151 1.355
N2 -3.302 3.106 -2.742
C12 -4.655 3.264 -2.735
C13 -5.044 3.684 -3.996
C14 -3.879 3.774 -4.786
C15 -2.816 3.408 -3.989
H11 -2.745 2.811 -1.953
H12 -5.229 3.069 -1.841
H13 -6.057 3.899 -4.306
H14 -3.819 4.071 -5.823
H15 -1.758 3.339 -4.201
O5 -5.370 6.447 -2.201
H16 -5.087 5.556 -2.045
Mg1 3.906 -1.615 -0.873
C16 6.529 -2.099 3.623
O6 7.307 -2.555 2.752
O7 6.802 -2.610 4.842
O8 5.583 -1.282 3.536
H17 7.538 -3.150 4.491
F7 1.184 2.645 -1.749
C17 -5.394 -0.121 -3.163
C18 -5.777 -0.997 -4.338
O9 -6.832 -0.393 -5.075
H18 -6.254 0.037 -2.506
H19 -4.587 -0.577 -2.584
H20 -5.068 0.866 -3.505
H21 -6.123 -1.974 -3.990
H22 -4.924 -1.151 -5.007
H23 -6.517 0.467 -5.388
Na1 0.521 -4.220 2.481
C19 -9.336 -0.998 -2.601
C20 -8.732 -1.925 -1.560
O10 -8.960 -1.618 -0.362
O11 -8.073 -2.890 -2.023
H24 -9.894 -0.182 -2.132
H25 -8.543 -0.566 -3.216
H26 -10.019 -1.558 -3.245
Cl1 8.349 2.459 -2.338
C21 6.837 3.233 -1.799
C22 6.822 3.481 -0.303
Cl2 6.735 1.967 0.630
H27 6.003 2.599 -2.110
H28 6.761 4.183 -2.334
H29 5.941 4.070 -0.034
H30 7.709 4.029 0.022
C23 8.897 -6.603 4.102
Br1 9.300 -5.182 2.844
Br2 10.005 -6.496 5.692
Br3 7.006 -6.661 4.543
H31 9.138 -7.545 3.608

=====

Density functional theory data (wB97M-V/def2-TZVPD) for the molecule C6H14O.

The value obtained for the electronic energy is -312.24475 Eh. The value obtained for the LUMO energy is 0.933 eV. Its largest force on an atom is 0.344 eV/Å. As for the SMILES: CC(C)C[C@@H](C)O. For the frontier orbital gap, the calculation gives 11.2 eV.

Geometry (Å):
C1 -2.198 -0.198 -1.235
C2 -1.073 -0.427 -0.224
C3 -1.573 -0.228 1.209
C4 0.154 0.470 -0.458
C5 1.465 -0.221 -0.075
C6 2.597 0.784 0.088
O1 1.257 -0.944 1.134
H1 -3.062 -0.824 -0.983
H2 -1.888 -0.455 -2.256
H3 -2.535 0.846 -1.237
H4 -0.739 -1.468 -0.330
H5 -2.313 -0.985 1.490
H6 -2.036 0.763 1.311
H7 -0.734 -0.288 1.904
H8 0.046 1.397 0.125
H9 0.240 0.774 -1.510
H10 1.711 -0.936 -0.879
H11 2.453 1.329 1.028
H12 2.598 1.507 -0.734
H13 3.579 0.296 0.114
H14 2.111 -1.242 1.466

=====

Density functional theory data (wB97M-V/def2-TZVPD) for a cluster of 10 separate species, C50H128N12O18 in total at a distorted geometry.

The value obtained for the electronic energy is -3992.89167 Eh. The value obtained for the LUMO energy is 0.288 eV. Its largest force on an atom is 2.481 eV/Å. As for the SMILES: COCCNCCOC.COCCNCCOC.COCCNCCOC.COCCNCCOC.COCCNCCOC.COCCNCCOC.COCCNCCOC.COCCNCCOC.NC(N)=O.NC(N)=O. For the frontier orbital gap, the calculation gives 8.7 eV.

Geometry (Å):
C1 -3.521 -5.727 1.628
O1 -3.327 -5.795 0.225
C2 -3.547 -4.582 -0.513
C3 -3.336 -4.979 -1.955
N1 -3.693 -3.915 -2.910
C4 -2.751 -2.807 -2.790
C5 -2.877 -1.979 -4.019
O2 -2.193 -2.553 -5.090
C6 -2.462 -1.867 -6.261
H1 -3.570 -6.746 2.066
H2 -4.460 -5.201 1.876
H3 -2.683 -5.179 2.118
H4 -2.979 -3.733 -0.095
H5 -4.595 -4.303 -0.308
H6 -3.924 -5.856 -2.227
H7 -2.294 -5.259 -2.051
H8 -3.572 -4.323 -3.814
H9 -1.715 -3.185 -2.611
H10 -3.013 -2.145 -1.919
H11 -2.428 -1.016 -3.746
H12 -3.894 -1.809 -4.269
H13 -3.562 -1.795 -6.322
H14 -2.043 -2.421 -7.111
H15 -1.983 -0.841 -6.269
C7 1.645 3.085 4.954
O3 1.355 3.330 6.329
C8 2.083 2.551 7.249
C9 1.721 3.007 8.645
N2 2.212 4.303 8.937
C10 1.817 4.808 10.211
C11 2.411 6.177 10.532
O4 1.922 7.168 9.638
C12 2.824 8.254 9.355
H16 1.165 2.183 4.620
H17 2.723 2.967 4.788
H18 1.380 3.970 4.351
H19 3.102 2.537 6.903
H20 1.667 1.523 7.171
H21 2.148 2.287 9.370
H22 0.620 2.936 8.759
H23 1.969 4.949 8.198
H24 1.998 4.101 11.049
H25 0.717 4.994 10.222
H26 3.499 6.094 10.313
H27 2.221 6.579 11.523
H28 3.050 8.854 10.260
H29 2.207 8.816 8.657
H30 3.777 7.906 8.908
C13 0.733 -2.332 1.115
O5 0.235 -3.363 0.297
C14 1.065 -3.588 -0.841
C15 0.563 -4.823 -1.564
N3 0.793 -6.012 -0.831
C16 0.522 -7.108 -1.732
C17 0.420 -8.398 -0.992
O6 0.152 -9.443 -1.880
C18 -0.247 -10.529 -1.106
H31 1.744 -2.547 1.408
H32 0.139 -2.262 2.020
H33 0.684 -1.410 0.585
H34 2.075 -3.738 -0.506
H35 0.938 -2.755 -1.528
H36 1.023 -4.914 -2.553
H37 -0.516 -4.621 -1.751
H38 0.129 -5.991 -0.070
H39 1.372 -7.098 -2.412
H40 -0.334 -6.985 -2.375
H41 -0.466 -8.422 -0.325
H42 1.332 -8.475 -0.371
H43 -0.270 -11.392 -1.747
H44 -1.273 -10.371 -0.720
H45 0.457 -10.749 -0.262
C19 3.826 -0.132 -0.836
O7 4.601 0.311 0.246
C20 5.981 0.467 0.018
C21 6.725 0.848 1.235
N4 6.502 -0.197 2.259
C22 7.060 -1.509 2.003
C23 6.426 -2.561 2.945
O8 5.020 -2.671 2.827
C24 4.669 -3.349 1.644
H46 2.913 -0.576 -0.455
H47 4.363 -0.873 -1.464
H48 3.553 0.756 -1.426
H49 6.174 1.168 -0.804
H50 6.425 -0.470 -0.233
H51 6.373 1.771 1.629
H52 7.798 0.978 1.039
H53 5.520 -0.228 2.387
H54 8.156 -1.488 2.110
H55 6.896 -1.937 1.012
H56 6.639 -2.320 3.993
H57 6.664 -3.645 2.844
H58 5.265 -4.252 1.411
H59 4.684 -2.663 0.749
H60 3.609 -3.636 1.790
C25 -0.128 6.422 -0.047
O9 -0.795 5.474 -0.816
C26 -2.204 5.696 -0.816
C27 -2.898 4.500 -1.547
N5 -3.070 3.374 -0.598
C28 -3.940 2.367 -1.121
C29 -4.056 1.077 -0.336
O10 -2.787 0.553 0.043
C30 -2.995 -0.487 0.976
H61 -0.434 6.472 1.008
H62 -0.180 7.457 -0.419
H63 0.878 6.032 -0.030
H64 -2.375 6.623 -1.340
H65 -2.548 5.741 0.241
H66 -2.180 4.300 -2.343
H67 -3.833 4.803 -2.029
H68 -2.167 3.060 -0.264
H69 -3.651 2.084 -2.180
H70 -4.995 2.700 -1.241
H71 -4.590 0.355 -0.932
H72 -4.583 1.306 0.592
H73 -2.077 -1.051 1.023
H74 -3.882 -1.088 0.708
H75 -3.253 -0.097 1.963
C31 -2.449 -1.959 11.638
O11 -1.881 -2.350 10.398
C32 -0.479 -2.301 10.305
C33 0.058 -0.891 10.126
N6 -0.594 -0.176 9.036
C34 -0.404 -0.719 7.695
C35 -0.973 0.163 6.643
O12 -2.386 0.235 6.757
C36 -2.962 1.042 5.738
H76 -3.538 -2.104 11.509
H77 -2.267 -0.912 11.898
H78 -2.068 -2.548 12.472
H79 -0.151 -2.988 9.549
H80 -0.173 -2.639 11.301
H81 1.120 -1.048 9.970
H82 -0.123 -0.324 11.033
H83 -1.563 -0.292 9.257
H84 -0.944 -1.675 7.499
H85 0.692 -0.864 7.561
H86 -0.667 -0.324 5.706
H87 -0.606 1.179 6.706
H88 -4.037 0.933 5.908
H89 -2.702 0.764 4.716
H90 -2.641 2.105 5.839
C37 1.341 4.838 -6.349
O13 1.192 3.806 -7.288
C38 -0.056 3.763 -7.897
C39 -0.103 2.727 -8.988
N7 -1.505 2.559 -9.313
C40 -1.728 1.752 -10.530
C41 -3.202 1.682 -10.886
O14 -4.040 1.110 -9.805
C42 -3.678 -0.215 -9.488
H91 0.744 4.629 -5.439
H92 1.062 5.817 -6.783
H93 2.398 4.878 -6.100
H94 -0.308 4.733 -8.355
H95 -0.841 3.545 -7.161
H96 0.376 1.798 -8.693
H97 0.455 3.163 -9.852
H98 -1.961 2.090 -8.527
H99 -1.374 0.689 -10.329
H100 -1.172 2.171 -11.330
H101 -3.365 1.014 -11.725
H102 -3.664 2.635 -11.112
H103 -2.866 -0.221 -8.779
H104 -3.388 -0.726 -10.410
H105 -4.570 -0.681 -9.082
C43 0.075 2.598 1.959
O15 -0.139 2.497 0.547
C44 1.057 2.493 -0.157
C45 0.734 2.104 -1.599
N8 0.384 0.691 -1.567
C46 0.046 0.196 -2.886
C47 1.354 0.010 -3.651
O16 1.141 -0.218 -5.038
C48 0.785 0.973 -5.701
H106 0.436 1.728 2.445
H107 -0.827 2.986 2.397
H108 0.895 3.272 2.149
H109 1.784 1.816 0.245
H110 1.551 3.445 -0.122
H111 1.633 2.328 -2.182
H112 -0.082 2.712 -1.926
H113 -0.476 0.653 -1.012
H114 -0.594 0.855 -3.493
H115 -0.485 -0.768 -2.864
H116 1.904 -0.868 -3.267
H117 1.970 0.865 -3.514
H118 1.129 0.917 -6.698
H119 1.294 1.803 -5.209
H120 -0.274 1.074 -5.799
N9 0.888 -3.306 -5.529
C49 2.173 -3.521 -5.093
N10 3.052 -2.557 -5.436
O17 2.489 -4.587 -4.600
H121 0.652 -2.309 -5.442
H122 0.231 -3.874 -5.004
H123 3.976 -2.652 -5.099
H124 2.753 -1.601 -5.551
N11 -4.404 2.481 -7.146
C50 -3.363 2.223 -6.344
N12 -3.378 2.948 -5.177
O18 -2.478 1.416 -6.651
H125 -5.246 2.918 -6.822
H126 -4.542 2.008 -8.010
H127 -2.461 3.031 -4.766
H128 -3.825 3.850 -5.272

=====

Density functional theory data (wB97M-V/def2-TZVPD) for a structure of composition C23H53BrI2NO11P2 at a distorted geometry.

The value obtained for the electronic energy is -5642.43533 Eh. The value obtained for the LUMO energy is 2.132 eV. Its largest force on an atom is 1.147 eV/Å. The total charge is -1. For the frontier orbital gap, the calculation gives 7.0 eV.

Geometry (Å):
C1 5.147 -3.372 -0.003
C2 4.776 -1.980 0.428
I1 6.139 -1.243 1.845
C3 3.743 -1.281 -0.043
I2 3.444 0.710 0.576
C4 2.716 -1.740 -1.083
O1 1.532 -1.017 -0.870
P1 0.046 -1.851 -1.227
P2 -0.272 -2.231 0.962
N1 -1.278 -1.256 1.714
O2 1.019 -3.411 -1.191
C5 2.309 -3.245 -0.996
Br1 3.282 -4.238 -2.535
H1 5.130 -3.470 -1.077
H2 4.476 -4.096 0.445
H3 6.135 -3.624 0.354
H4 3.058 -1.563 -2.099
H5 0.318 -1.759 -2.640
H6 -0.703 -0.640 -1.157
H7 -1.152 -2.611 -1.492
H8 -0.728 -3.558 1.111
H9 1.001 -2.284 1.591
H10 -1.621 -0.570 1.053
H11 2.684 -3.753 -0.117
C6 -2.993 4.815 -2.971
O3 -3.426 4.320 -1.729
C7 -4.020 3.036 -1.828
C8 -3.894 2.265 -0.535
O4 -2.626 1.693 -0.312
C9 -1.547 2.529 0.067
C10 -1.619 3.004 1.494
O5 -2.583 4.043 1.627
C11 -3.171 4.100 2.900
H12 -3.837 4.984 -3.653
H13 -2.491 5.763 -2.788
H14 -2.282 4.128 -3.444
H15 -3.550 2.457 -2.632
H16 -5.088 3.162 -2.063
H17 -4.570 1.409 -0.607
H18 -4.218 2.877 0.311
H19 -1.426 3.365 -0.627
H20 -0.662 1.896 -0.015
H21 -0.635 3.392 1.792
H22 -1.870 2.152 2.135
H23 -3.637 3.143 3.164
H24 -3.947 4.865 2.853
H25 -2.447 4.378 3.676
C12 -6.386 6.515 0.872
O6 -7.499 5.695 1.152
C13 -7.117 4.378 1.511
C14 -8.158 3.721 2.383
O7 -8.143 4.151 3.736
C15 -8.659 5.434 4.031
C16 -10.167 5.517 4.024
O8 -10.680 5.541 2.705
C17 -11.981 5.016 2.613
H26 -5.831 6.156 -0.003
H27 -6.762 7.517 0.673
H28 -5.704 6.559 1.729
H29 -6.159 4.389 2.044
H30 -6.996 3.786 0.593
H31 -7.917 2.657 2.427
H32 -9.152 3.821 1.943
H33 -8.224 6.200 3.385
H34 -8.334 5.634 5.054
H35 -10.468 6.441 4.539
H36 -10.572 4.661 4.578
H37 -12.021 3.987 2.991
H38 -12.258 5.010 1.560
H39 -12.704 5.629 3.167
C18 12.360 -7.365 -2.736
O9 10.991 -7.323 -2.421
C19 10.744 -7.413 -1.029
C20 9.433 -6.763 -0.656
O10 9.473 -5.350 -0.602
C21 9.494 -4.637 -1.828
C22 8.165 -4.588 -2.540
O11 7.874 -5.820 -3.172
C23 6.482 -6.043 -3.293
H40 12.805 -8.333 -2.469
H41 12.452 -7.219 -3.811
H42 12.909 -6.566 -2.224
H43 11.553 -6.931 -0.467
H44 10.704 -8.474 -0.746
H45 9.202 -7.073 0.366
H46 8.627 -7.117 -1.302
H47 10.279 -5.008 -2.492
H48 9.749 -3.613 -1.548
H49 8.203 -3.795 -3.300
H50 7.382 -4.334 -1.815
H51 5.991 -6.006 -2.316
H52 6.343 -7.035 -3.717
H53 6.016 -5.303 -3.952

=====

Density functional theory data (wB97M-V/def2-TZVPD) for a cluster of 2 separate species, C6H11N3O in total at a distorted geometry.

The value obtained for the electronic energy is -474.74475 Eh. The value obtained for the LUMO energy is 0.874 eV. Its largest force on an atom is 2.472 eV/Å. As for the SMILES: Cc1c[nH]cn1.CC(N)=O. For the frontier orbital gap, the calculation gives 9.5 eV.

Geometry (Å):
C1 -0.037 -2.931 -0.155
C2 -0.268 -1.724 -0.957
C3 -1.310 -0.857 -0.936
N1 -1.190 0.002 -1.991
C4 0.046 -0.210 -2.512
N2 0.597 -1.282 -1.998
H1 0.026 -2.702 0.901
H2 0.848 -3.534 -0.316
H3 -0.935 -3.568 -0.150
H4 -2.238 -0.782 -0.390
H5 -1.688 0.849 -2.194
H6 0.586 0.277 -3.308
C5 0.497 2.583 2.296
C6 0.116 1.679 1.152
N3 1.047 0.695 0.946
O1 -0.873 1.929 0.495
H7 0.379 2.041 3.236
H8 -0.059 3.520 2.351
H9 1.529 2.957 2.277
H10 0.914 0.133 0.112
H11 2.013 0.926 1.139

=====

Among the records above, which one has the highest LUMO energy? C23H53BrI2NO11P2